{"formula": "C52H78O33", "method": "the ωB97M-V functional and the def2-TZVPD basis", "orbital_gap_ev": 9.816, "e_lumo_ha": -0.0091, "energy_ev": -122758.26850, "e_homo_ev": -10.063, "species": ["H", "H", "C", "C", "H", "O", "H", "H", "O", "H", "C", "O", "H", "C", "H", "H", "C", "H", "O", "H", "H", "H", "C", "C", "H", "H", "O", "H", "C", "C", "C", "H", "H", "C", "C", "O", "C", "C", "H", "O", "C", "H", "O", "C", "H", "C", "H", "H", "C", "H", "H", "O", "C", "C", "H", "H", "C", "H", "O", "H", "H", "C", "C", "O", "C", "C", "H", "H", "H", "H", "O", "H", "H", "C", "H", "H", "C", "O", "C", "C", "H", "H", "O", "C", "H", "O", "H", "C", "C", "H", "C", "O", "O", "O", "H", "H", "O", "H", "H", "C", "H", "H", "H", "H", "H", "C", "C", "H", "O", "H", "H", "H", "H", "C", "C", "H", "H", "O", "O", "O", "H", "H", "H", "C", "H", "O", "H", "H", "H", "H", "C", "O", "O", "O", "H", "C", "C", "H", "O", "H", "C", "H", "H", "O", "H", "C", "H", "O", "C", "O", "H", "C", "H", "O", "C", "C", "C", "C", "C", "O", "H", "H", "C"], "xyz": [[5.10118, -1.90919, -1.58450], [-2.51273, -5.76746, 3.38799], [0.20681, 2.82347, 2.74576], [1.73728, -0.22656, -3.47708], [-1.91653, 0.23190, 4.12512], [0.82176, 4.41038, 4.33398], [-1.65975, -6.69303, 1.46331], [-5.15192, -1.00849, 1.64368], [-1.91341, 1.96962, 5.28959], [5.18796, -4.79675, -0.54081], [4.33715, 1.11644, 3.86945], [-3.20945, 3.25493, 6.54968], [-1.09363, 4.33216, -6.69255], [3.26673, -1.25486, -5.30915], [5.63503, 5.39262, -1.57209], [4.75958, 1.16030, 4.87330], [0.21947, -2.53206, 4.26116], [4.30736, 1.48945, 1.24100], [7.84365, 3.46349, 2.49435], [-4.28943, -0.14962, -5.88278], [3.27263, -2.04711, -6.05775], [-1.51317, -4.55180, -2.58319], [-3.18493, -3.81094, -3.52662], [-2.59807, -0.10288, 6.14249], [0.44900, -5.32096, 2.02883], [-1.59953, 0.83500, 0.75814], [2.22273, 3.28392, -4.19620], [-0.39657, -2.30627, -1.92543], [2.35656, -3.36367, 4.89278], [-1.74228, -3.61832, -3.09721], [0.04895, 1.38961, -0.48021], [4.11561, -1.37276, -4.63566], [-2.08428, 3.86290, -4.22882], [1.96637, -1.37254, -4.48394], [-0.74057, 3.71242, -5.86831], [2.74762, 6.45911, -0.48932], [-0.00765, 5.12328, 3.43459], [-0.76790, 4.00248, 2.76078], [-3.53957, -4.70074, -3.00643], [-6.20768, -1.86928, -2.09954], [-2.85663, 2.14080, 6.20204], [-3.78532, -0.69362, -1.08376], [-2.96570, 1.08434, -3.05543], [4.89098, -3.75884, -0.39028], [-0.61933, 0.44647, 5.32129], [-4.82831, -0.38439, 0.81068], [1.86023, -2.40046, 2.91564], [3.42609, 5.74385, -2.31653], [-3.51030, 1.99188, -2.29171], [-3.72750, -2.90177, -3.26750], [-0.11416, 2.36367, -0.01901], [-0.74786, -2.06598, 3.62878], [-3.94351, -0.26315, -4.85538], [-1.71213, -5.60587, 1.40471], [-1.14144, 2.71475, -6.04737], [2.42951, 0.60332, -3.61932], [-4.51683, -1.19870, -0.45297], [-5.09477, 2.70371, -4.79427], [0.08945, -3.38067, 5.33883], [-5.59748, 1.45563, -0.02128], [1.46104, -2.74977, 6.72959], [5.49899, 0.96147, 2.89757], [-3.56907, 1.17170, -4.34405], [-2.54506, -5.33978, 0.34220], [-1.68258, 0.58887, 5.12809], [-1.11566, 4.28595, -4.49511], [-0.69981, 5.84599, 3.86668], [-1.32329, -0.22000, -0.59106], [-0.42709, 1.93696, 2.76490], [-1.92962, -0.45835, 6.92667], [-3.04951, 2.38613, -1.22228], [5.70569, 0.41997, 0.84706], [5.71446, -3.25430, 0.11512], [5.37070, 1.30292, 1.39138], [-4.38237, -2.26088, -0.24857], [-3.12464, -0.98198, -4.82651], [1.09098, 3.49262, -4.49267], [-1.54348, -3.64302, -6.51276], [1.60493, -0.01308, 0.49743], [1.33993, -3.54276, 5.99162], [-6.62080, 0.62581, 1.16278], [-2.99681, -2.04227, 5.22481], [0.69005, 6.50818, 0.42525], [3.57878, -3.63872, 0.37480], [5.81477, -0.08025, 2.95418], [-0.95041, 0.15448, -5.48577], [-0.19147, 1.33529, -1.54197], [1.60687, 5.92865, -0.07254], [3.51705, 5.50834, -1.25617], [-1.10055, 5.37389, -4.42984], [2.60091, -3.37141, -0.78899], [-1.07773, -3.42146, -4.29214], [2.68387, -0.44404, 0.81607], [0.85286, -1.12477, -5.34400], [1.82419, -2.36236, -4.05019], [2.68717, 3.58743, -1.74342], [-4.76530, -4.73164, 0.08653], [-2.88114, 1.67465, -5.02367], [-4.02025, -0.79545, 4.68120], [-2.43459, -5.01095, 2.60717], [3.71724, 0.22064, 3.90622], [3.63643, -2.82883, 1.10202], [5.08580, 5.03365, 0.16013], [1.41926, -4.52405, 6.45946], [-5.74827, 1.32074, -4.12233], [4.67850, -2.91277, -1.63224], [-5.96857, 0.48282, 0.30124], [-1.04260, 4.26231, 1.73847], [1.39739, -3.51420, -0.78832], [3.36790, -4.54450, 0.94331], [5.21424, -3.15102, -2.55111], [-1.80054, -1.51043, -2.62825], [-4.35050, -1.39679, 6.32573], [1.70048, -2.30242, 3.98941], [-5.87419, -1.14328, -1.17029], [3.32163, -3.16033, 5.35689], [2.50934, -4.25355, 4.28215], [0.69209, 3.55918, -5.75483], [1.42101, 1.07691, -0.19611], [0.45154, 0.20805, -3.70565], [3.79367, 2.02881, 3.62385], [-1.91143, -2.56002, -1.21491], [3.37804, 3.73490, -0.12183], [-3.57107, -1.19164, 5.59190], [-1.73581, 3.79633, 3.21767], [-6.62274, -0.24753, -0.66095], [0.98494, 2.94775, 1.99265], [3.31154, -0.25270, -5.73548], [0.11218, -5.54498, 0.33828], [1.88543, -0.53952, -2.44354], [-3.76141, -4.94327, 0.78759], [1.52352, 2.26754, 4.70230], [-3.32196, 0.93837, 6.60559], [-3.73836, -4.79120, 2.16049], [0.06343, 4.23460, -2.61721], [-4.83458, 1.91419, -4.08924], [0.92251, 3.07826, 4.03343], [0.58533, 5.64765, 2.68525], [-3.12685, -3.99904, -4.95060], [1.84388, -1.29835, 4.38863], [0.03558, -0.25092, -4.88758], [5.12897, 6.67125, -0.54412], [-3.99039, 0.26385, 1.06713], [6.27760, 2.37028, 1.23300], [-4.78867, -0.63306, -4.27487], [-0.80977, 0.37337, 0.16545], [0.12911, -0.38315, 2.04637], [3.25841, -2.95606, -1.82040], [-1.44424, -2.44401, -2.19285], [1.51892, 4.62083, -0.36720], [-1.96286, -4.11552, 3.01187], [-0.10438, 3.71575, -3.56099], [-0.30953, -4.01729, 1.21971], [-4.60804, 2.53284, -2.82061], [-1.87700, -3.67730, -5.35057], [-0.28623, -5.10652, 1.25323], [0.23018, -0.47020, 0.96456], [4.95287, 5.61580, -0.75175], [2.77967, 4.24338, -0.87781], [6.48091, 1.89631, 3.32521], [-0.51734, 2.74762, -3.27763], [0.16147, -1.54253, 0.78154], [6.91563, 2.66767, 2.31345]], "atomic_forces_ev_per_a": [[-0.921, 0.601, 1.010], [0.243, 0.168, 0.245], [-1.306, 1.047, 0.935], [2.366, -0.719, 0.887], [0.052, 0.376, -0.244], [0.964, -0.630, 1.366], [-0.127, -0.208, 0.305], [0.180, 0.007, -0.045], [0.322, -0.108, -0.657], [-0.156, 0.102, -0.418], [0.254, -0.156, -0.520], [0.166, -2.603, -0.230], [0.811, 0.192, -0.070], [-0.947, -0.176, 0.904], [0.199, -0.546, 0.345], [0.052, 0.400, -0.039], [-1.933, 0.223, -1.050], [0.278, 0.654, -0.881], [-2.705, -1.700, -1.262], [0.097, -0.148, -0.110], [0.148, 0.235, -0.095], [1.052, -0.084, -0.232], [-0.190, 0.433, 0.605], [1.164, -2.092, -1.179], [-0.577, -0.564, 0.456], [0.204, -0.102, 0.224], [1.315, -0.291, 0.369], [0.221, -0.370, -0.487], [0.607, 0.066, -0.588], [-0.441, -0.036, 1.593], [-0.315, 1.115, -0.128], [0.083, -0.092, -0.023], [-0.348, 0.682, 0.029], [0.426, 0.713, -0.056], [0.012, 0.031, 0.958], [-0.026, 0.728, 0.015], [-0.622, -0.523, -1.397], [-0.700, 0.401, -1.929], [-0.678, 0.236, -0.414], [0.350, 1.160, 1.128], [-0.910, 2.674, 0.658], [0.263, -0.431, -0.003], [0.626, -0.574, -0.278], [1.403, 0.642, 0.510], [-0.032, -0.283, -0.073], [0.826, 0.141, -0.822], [0.300, 0.368, 0.157], [-0.059, 0.155, 0.034], [0.734, 2.245, 3.203], [-0.648, -0.270, -0.236], [-0.011, 0.172, -0.615], [2.543, -1.551, 2.088], [0.280, 1.032, 0.181], [1.866, -1.171, 2.238], [-0.069, -0.099, 0.240], [0.085, 0.121, -0.304], [-1.327, -0.073, 0.515], [0.610, 0.199, -0.138], [-1.225, 0.853, -0.896], [-0.219, -0.036, -0.524], [-0.105, -0.066, 0.209], [-0.321, -0.296, 0.381], [-0.345, -2.688, -1.574], [-1.545, 1.144, -1.586], [0.825, -1.069, -0.828], [-1.271, 0.001, -0.164], [0.428, -0.187, 0.733], [0.106, -0.160, 0.102], [0.937, -0.486, -0.287], [-0.371, -0.484, 0.354], [-0.702, -1.163, -1.593], [-0.105, 0.420, -0.495], [0.078, -0.406, 0.440], [-0.682, -1.271, 1.831], [0.699, 0.123, -0.307], [0.059, 0.321, -0.085], [-1.133, 0.297, 1.103], [-0.211, 0.044, 1.873], [-1.584, -0.209, 1.616], [0.548, -0.177, -0.302], [-0.440, 0.377, -0.363], [-0.113, -0.298, 0.529], [0.262, 0.359, 0.348], [0.342, -0.339, -0.417], [0.764, 0.092, 0.341], [1.181, -0.462, 1.233], [0.785, 0.657, -0.079], [-1.420, 0.451, -0.201], [0.053, 0.351, 0.844], [-0.293, -0.014, -0.426], [-1.362, -0.651, 2.720], [1.171, -0.112, -1.678], [0.343, -0.218, -0.283], [0.899, -1.841, -1.776], [0.088, 0.051, 0.042], [-0.334, -0.086, 0.122], [3.619, -0.739, 2.239], [0.030, -0.110, 0.145], [-0.299, 0.239, 0.077], [0.657, -1.119, 0.944], [-0.367, 0.228, -0.489], [-0.425, 0.312, -0.330], [0.319, -0.032, -0.217], [-0.386, 0.128, 0.030], [0.180, -0.472, 0.740], [0.436, -0.179, -0.504], [0.635, 0.997, 3.005], [0.088, 0.271, -0.138], [0.727, 0.223, -0.078], [-0.360, 0.002, -0.265], [-0.531, -1.285, -0.146], [-0.144, 0.068, -0.144], [0.243, -0.307, -0.082], [-0.672, -0.291, 0.917], [1.947, -3.547, -2.767], [0.069, 0.501, -0.363], [-0.223, -0.306, 0.227], [-0.140, 0.208, -1.528], [1.059, 1.068, -1.707], [-1.649, 0.915, 0.562], [-0.287, -0.203, 0.373], [-0.394, -0.145, -0.024], [-0.290, -0.225, 0.272], [1.213, 1.075, -0.297], [0.329, -0.332, 0.525], [-2.783, 1.608, -0.341], [-0.308, -0.461, -0.514], [0.033, -0.151, -0.240], [0.143, 0.452, -0.118], [-0.333, -0.168, 0.044], [-3.042, 0.901, -1.032], [-0.343, 0.968, -0.193], [-2.167, 2.880, 1.847], [-0.927, 0.353, -2.057], [0.359, 0.221, -0.328], [-1.301, 1.401, -0.494], [0.120, -0.196, 0.722], [0.266, 0.064, 0.210], [0.349, 0.222, 0.759], [0.448, 0.308, -0.440], [-2.384, 1.691, -1.119], [0.008, -0.010, 0.196], [-0.005, -0.214, 0.408], [-0.984, 0.679, -3.027], [0.077, -0.099, 0.152], [-0.080, -1.656, 1.089], [0.221, 0.233, -0.010], [0.862, 1.187, -2.533], [-0.228, 0.327, 0.630], [0.484, -0.285, -0.164], [-0.176, 0.206, -0.205], [0.225, -0.928, -0.148], [0.120, 0.081, -0.514], [-0.368, -0.185, -0.025], [0.113, -0.254, -2.141], [-0.274, 0.569, -0.853], [-0.587, -0.823, -0.182], [-0.463, 0.461, -0.818], [1.268, -1.481, -0.826], [0.538, -0.375, 0.508], [0.516, -0.433, 0.091], [-0.164, -0.087, -0.115], [3.546, 1.511, 3.174]]}